Record 1
The following is a quantum chemistry calculation of a cluster of 2 separate species, C21H16Cl2N4O2S in total, from the Open Molecules 2025 dataset.

Summary:
SMILES: N#CC1=C(C#N)C(=O)C(Cl)=C(Cl)C1=O.CC(C)[C@H]1CCN2C(=N1)Sc1ccccc12
ΔE to the lowest compared entry with this formula, charge and spin: 306.0 kJ/mol
M: 459.4 g mol⁻¹

Geometry as ORCA input:
```
! RIJCOSX wB97M-V def2-TZVPD def2/J DEFGRID3
* xyz 0 1
H -1.222 -1.535 -3.709
H 4.943 5.100 0.908
H 1.952 1.579 -3.016
Cl -6.059 -2.597 2.094
C 1.275 0.638 0.025
C 3.599 3.470 1.340
O -5.377 0.285 2.278
C -1.934 -0.704 2.499
C -0.761 -0.181 3.093
C -1.032 -2.810 -0.484
S 1.720 1.383 1.562
C -4.501 -1.956 2.263
C 4.376 4.267 0.488
C 1.944 0.696 -2.366
C -1.220 -2.300 -2.921
H 3.536 3.628 2.414
H -1.771 -0.964 -1.332
H 5.044 4.641 -1.540
C 2.931 2.177 -0.591
H -2.051 -3.205 -0.415
O -1.070 -2.825 2.948
H 1.166 -1.737 -1.287
C 0.357 -0.977 -1.371
H -0.740 -2.438 0.502
C 3.710 2.948 -1.447
C 0.666 -0.092 -2.548
Cl -3.497 -4.444 2.381
H 3.730 2.730 -2.514
C -0.976 -1.708 -1.527
C -3.047 0.093 2.428
H 2.821 0.067 -2.601
H -0.357 -3.631 -0.763
N 2.045 1.166 -0.978
C -4.406 -0.466 2.309
N 0.332 -0.240 -0.076
H -0.168 0.607 -2.699
H 0.747 -0.700 -3.456
H -0.458 -3.061 -3.155
H -2.204 -2.787 -2.918
C -2.053 -2.178 2.613
C 2.856 2.433 0.780
C 4.435 4.011 -0.894
N 0.134 0.235 3.717
C -2.996 1.494 2.685
C -3.397 -2.752 2.354
N -3.019 2.639 2.925
*
```

Charges obtained by Mulliken population analysis, quoted in units of e: number 1, H, carries 0.422; number 2, H, carries 0.356; number 3, H, carries 0.459; number 4, Cl, carries -0.123; number 5, C, carries 0.288; number 6, C, carries -0.513; number 7, O, carries -0.579; number 8, C, carries 1.638; number 9, C, carries -0.280; number 10, C, carries -1.253; number 11, S, carries -0.369; number 12, C, carries 0.118; number 13, C, carries -0.582; number 14, C, carries -0.742; number 15, C, carries -1.807; number 16, H, carries 0.403; number 17, H, carries 0.184; number 18, H, carries 0.375; number 19, C, carries 0.271; number 20, H, carries 0.355; number 21, O, carries -0.572; number 22, H, carries 0.103; number 23, C, carries -0.132; number 24, H, carries 0.115; number 25, C, carries -0.720; number 26, C, carries -0.897; number 27, Cl, carries -0.115; number 28, H, carries 0.328; number 29, C, carries 0.906; number 30, C, carries 0.399; number 31, H, carries 0.306; number 32, H, carries 0.380; number 33, N, carries 0.183; number 34, C, carries 0.369; number 35, N, carries -0.199; number 36, H, carries 0.385; number 37, H, carries 0.507; number 38, H, carries 0.338; number 39, H, carries 0.440; number 40, C, carries -0.002; number 41, C, carries 0.685; number 42, C, carries -0.625; number 43, N, carries -0.493; number 44, C, carries -0.253; number 45, C, carries 0.402; number 46, N, carries -0.459

---

Record 2
The following is a quantum chemistry calculation of a structure of composition C9H7N2O5Os, from the Open Molecules 2025 dataset.

Summary:
M: 413.4 g mol⁻¹
electronic energy: -25093.49265 eV

Geometry as ORCA input:
```
! RIJCOSX wB97M-V def2-TZVPD def2/J DEFGRID3
* xyz 3 5
H -1.641 -3.165 5.454
O 2.329 -0.352 -1.769
H 0.982 -4.035 4.308
C -1.024 -2.268 5.327
O -2.426 0.153 -1.464
C -0.531 -1.462 3.039
O 0.401 1.788 1.594
H 1.689 -3.403 1.712
O -0.183 3.505 -3.482
H -1.669 -1.385 5.344
C -1.490 -0.260 -0.902
C -0.271 3.001 -2.446
N 0.244 -1.813 2.013
Os -0.025 -0.938 0.086
C 0.640 -3.244 3.662
C 1.424 -0.580 -1.066
H -0.208 2.044 -1.674
H -1.244 -0.641 3.053
N -0.316 -2.312 4.060
C -0.228 -2.826 -0.529
C 0.986 -2.930 2.378
H -0.314 -2.213 6.157
O -0.363 -3.852 -1.058
C 0.233 0.752 1.102
*
```

Charges obtained by Mulliken population analysis, quoted in units of e: number 1, H, carries 0.375; number 2, O, carries -0.213; number 3, H, carries 0.513; number 4, C, carries -0.727; number 5, O, carries -0.220; number 6, C, carries 0.082; number 7, O, carries -0.280; number 8, H, carries 0.512; number 9, O, carries -0.004; number 10, H, carries 0.293; number 11, C, carries 0.283; number 12, C, carries 0.435; number 13, N, carries -0.294; number 14, Os, carries 1.241; number 15, C, carries -0.180; number 16, C, carries 0.292; number 17, H, carries 0.100; number 18, H, carries 0.431; number 19, N, carries 0.077; number 20, C, carries 0.273; number 21, C, carries -0.267; number 22, H, carries 0.372; number 23, O, carries -0.228; number 24, C, carries 0.133

---

Record 3
The following is a quantum chemistry calculation of the molecule C10H10N2, from the Open Molecules 2025 dataset.

Summary:
SMILES: Nc1ccccc1-n1cccc1
ΔE to the lowest compared entry with this formula, charge and spin: 158.4 kJ/mol
M: 158.2 g mol⁻¹

Geometry as ORCA input:
```
! RIJCOSX wB97M-V def2-TZVPD def2/J DEFGRID3
* xyz 0 1
H -1.233 3.032 -0.495
C -0.822 -1.486 -0.050
H 1.340 1.032 1.750
C -3.033 -0.561 0.187
H -4.030 -0.733 0.662
C 1.810 -0.671 -0.911
H 4.028 0.292 1.332
C -1.175 0.958 -0.223
N -0.658 2.213 -0.457
H 1.218 -1.169 -1.687
C -2.529 0.760 -0.062
C 3.173 0.077 0.708
C 1.864 0.537 0.913
H -2.572 -2.642 0.391
H 0.374 2.303 -0.430
N 1.061 0.016 -0.048
C -0.327 -0.160 -0.026
C -2.195 -1.657 0.173
H -0.075 -2.207 -0.114
C 3.097 -0.581 -0.562
H 3.887 -0.958 -1.141
H -3.206 1.605 0.089
*
```

Charges obtained by Mulliken population analysis, quoted in units of e: number 1, H, carries 0.183; number 2, C, carries -0.503; number 3, H, carries 0.365; number 4, C, carries -0.414; number 5, H, carries 0.287; number 6, C, carries -0.527; number 7, H, carries 0.416; number 8, C, carries 0.352; number 9, N, carries -0.436; number 10, H, carries 0.432; number 11, C, carries -0.674; number 12, C, carries -0.755; number 13, C, carries -0.167; number 14, H, carries 0.365; number 15, H, carries 0.217; number 16, N, carries 0.216; number 17, C, carries 0.547; number 18, C, carries -0.584; number 19, H, carries 0.565; number 20, C, carries -0.643; number 21, H, carries 0.481; number 22, H, carries 0.277

---

Record 4
The following is a quantum chemistry calculation of a structure of composition C28H31AsF6IrNO6S4, from the Open Molecules 2025 dataset.

Summary:
ΔE to the lowest compared entry with this formula, charge and spin: 0.0 kJ/mol
M: 987.0 g mol⁻¹

Geometry as ORCA input:
```
! RIJCOSX wB97M-V def2-TZVPD def2/J DEFGRID3
* xyz 3 6
H 0.065 -5.912 -1.561
H 0.344 3.972 -3.489
H -2.761 4.182 1.426
Ir -0.460 0.797 -0.192
H 2.542 2.759 -2.862
H -0.693 -6.023 0.445
C 1.736 -2.501 -2.469
C 1.056 4.328 -2.742
C 0.143 -2.781 1.224
H -1.721 2.534 4.746
H 2.521 -2.262 2.662
S 0.327 3.791 -1.194
H 0.989 4.658 0.886
F -1.971 0.542 -4.866
H 3.205 4.342 -2.387
H -3.866 3.535 4.211
C -3.535 2.208 1.829
O -2.814 -2.945 0.256
O -0.907 1.785 1.547
C 1.568 4.280 0.045
C -3.056 3.844 3.549
O -2.186 -0.574 0.562
H -0.243 -1.838 3.110
C 1.139 -4.809 -3.034
H 3.219 2.917 -0.340
H -4.373 1.726 2.339
F -3.640 -0.661 -4.178
H -2.792 4.867 3.814
C 0.536 -3.900 -0.882
F -5.198 -1.501 0.735
H -0.910 3.382 3.412
H -3.529 1.886 0.789
C -0.902 -3.891 3.061
C 1.132 -2.656 -1.256
C 3.176 -1.650 2.056
C -1.845 2.926 3.739
C 4.485 -1.434 2.464
H 4.838 -1.872 3.388
H 2.092 5.121 -0.410
C 2.530 3.180 0.458
H 2.715 4.047 -4.046
As 0.975 -1.387 0.192
C -1.033 -5.066 2.317
C -0.586 -5.114 1.019
C 4.900 -0.109 0.492
H -4.457 4.160 1.900
C -3.485 3.708 2.091
H -1.261 -3.866 4.082
S -1.735 -0.309 -2.438
C 2.742 -1.088 0.860
C 0.534 -4.972 -1.814
O 0.436 2.219 -1.328
H 5.577 0.478 -0.114
F -4.724 0.190 -0.526
H 1.153 -5.620 -3.749
H 0.971 5.417 -2.703
N -2.207 -1.626 -1.731
H 2.239 -3.482 -4.318
O -0.283 -0.244 -2.547
C 5.343 -0.672 1.684
H 2.194 -1.567 -2.765
C 3.593 -0.307 0.078
C 0.017 -3.969 0.440
H 6.365 -0.518 2.004
C 1.751 -3.591 -3.358
F -1.749 -1.606 -4.661
C -4.620 -1.125 -0.386
S -2.063 1.518 2.611
H 2.011 2.275 0.786
C -2.334 -0.526 -4.187
H 3.247 0.139 -0.849
H 3.109 3.537 1.309
O -2.259 0.919 -1.810
F -5.155 -1.733 -1.422
H -1.491 -5.936 2.767
C 2.467 3.836 -3.007
C -0.316 -2.736 2.509
S -2.823 -1.627 -0.275
*
```

Charges obtained by Mulliken population analysis, quoted in units of e: number 1, H, carries 0.462; number 2, H, carries 0.487; number 3, H, carries 0.168; number 4, Ir, carries 2.617; number 5, H, carries 0.202; number 6, H, carries 0.480; number 7, C, carries -0.265; number 8, C, carries -0.661; number 9, C, carries -0.271; number 10, H, carries 0.435; number 11, H, carries 0.373; number 12, S, carries 0.398; number 13, H, carries 0.495; number 14, F, carries -0.158; number 15, H, carries 0.303; number 16, H, carries 0.333; number 17, C, carries -0.370; number 18, O, carries -0.495; number 19, O, carries -0.760; number 20, C, carries -0.683; number 21, C, carries -0.642; number 22, O, carries -0.761; number 23, H, carries 0.601; number 24, C, carries -0.935; number 25, H, carries 0.269; number 26, H, carries 0.558; number 27, F, carries -0.160; number 28, H, carries 0.375; number 29, C, carries 1.089; number 30, F, carries -0.177; number 31, H, carries 0.223; number 32, H, carries 0.080; number 33, C, carries -0.752; number 34, C, carries 0.377; number 35, C, carries -0.264; number 36, C, carries -0.662; number 37, C, carries -0.764; number 38, H, carries 0.455; number 39, H, carries 0.544; number 40, C, carries -0.906; number 41, H, carries 0.408; number 42, As, carries 0.553; number 43, C, carries -0.927; number 44, C, carries -0.741; number 45, C, carries -0.791; number 46, H, carries 0.453; number 47, C, carries -0.616; number 48, H, carries 0.486; number 49, S, carries 0.828; number 50, C, carries 0.808; number 51, C, carries -0.950; number 52, O, carries -0.430; number 53, H, carries 0.473; number 54, F, carries -0.174; number 55, H, carries 0.483; number 56, H, carries 0.528; number 57, N, carries -0.325; number 58, H, carries 0.482; number 59, O, carries -0.584; number 60, C, carries -0.616; number 61, H, carries 0.469; number 62, C, carries -0.518; number 63, C, carries 0.612; number 64, H, carries 0.439; number 65, C, carries -0.761; number 66, F, carries -0.153; number 67, C, carries 0.439; number 68, S, carries 0.510; number 69, H, carries 0.047; number 70, C, carries 0.483; number 71, H, carries 0.513; number 72, H, carries 0.502; number 73, O, carries -0.649; number 74, F, carries -0.167; number 75, H, carries 0.486; number 76, C, carries -1.046; number 77, C, carries -0.191; number 78, S, carries 0.996

---

M of number 1 (C21H16Cl2N4O2S)? 459.4 g mol⁻¹